{
  "formula": "C47H109O36P5",
  "method": "ωB97M-V/def2-TZVPD",
  "symbols": ["C", "O", "P", "O", "O", "C", "O", "C", "H", "H", "H", "H", "H", "H", "H", "H", "H", "C", "O", "P", "O", "O", "C", "O", "C", "H", "H", "H", "H", "H", "H", "H", "H", "H", "C", "O", "P", "O", "O", "C", "O", "C", "H", "H", "H", "H", "H", "H", "H", "H", "H", "C", "O", "P", "O", "O", "C", "O", "C", "H", "H", "H", "H", "H", "H", "H", "H", "H", "C", "O", "P", "O", "O", "C", "O", "C", "H", "H", "H", "H", "H", "H", "H", "H", "H", "O", "C", "O", "C", "C", "C", "H", "H", "H", "H", "H", "H", "H", "H", "O", "C", "O", "C", "C", "C", "H", "H", "H", "H", "H", "H", "H", "H", "O", "C", "O", "C", "C", "C", "H", "H", "H", "H", "H", "H", "H", "H", "O", "C", "O", "C", "C", "C", "H", "H", "H", "H", "H", "H", "H", "H", "O", "C", "O", "C", "C", "C", "H", "H", "H", "H", "H", "H", "H", "H", "O", "C", "O", "C", "C", "C", "H", "H", "H", "H", "H", "H", "H", "H", "O", "C", "O", "C", "C", "C", "H", "H", "H", "H", "H", "H", "H", "H", "O", "C", "O", "C", "C", "C", "H", "H", "H", "H", "H", "H", "H", "H"],
  "coordinates": [[-1.743, -6.364, -3.641], [-0.578, -6.345, -4.503], [-0.382, -5.396, -5.840], [-1.551, -5.024, -6.583], [0.458, -4.059, -5.263], [-0.099, -2.897, -4.640], [0.767, -6.195, -6.731], [1.282, -5.535, -7.893], [-1.395, -6.732, -2.675], [-2.551, -6.989, -4.021], [-2.139, -5.398, -3.328], [-0.202, -2.108, -5.386], [0.556, -2.550, -3.841], [-1.065, -3.122, -4.187], [1.456, -4.460, -7.941], [0.869, -5.909, -8.830], [2.355, -5.722, -7.917], [-7.550, 4.378, 4.091], [-6.247, 4.043, 3.585], [-5.369, 2.885, 4.311], [-6.076, 1.630, 4.568], [-4.775, 3.752, 5.563], [-4.884, 3.261, 6.888], [-4.072, 2.772, 3.237], [-4.174, 1.876, 2.115], [-7.733, 3.822, 5.010], [-8.228, 3.893, 3.388], [-7.866, 5.421, 4.082], [-3.964, 3.250, 7.472], [-5.142, 2.204, 6.832], [-5.518, 3.686, 7.667], [-4.201, 2.579, 1.282], [-5.081, 1.275, 2.179], [-3.314, 1.220, 1.980], [-4.745, 3.591, -4.174], [-4.457, 4.525, -3.126], [-2.941, 4.479, -2.474], [-2.637, 3.237, -1.744], [-2.863, 5.877, -1.632], [-3.506, 5.954, -0.360], [-1.900, 4.809, -3.654], [-2.162, 5.790, -4.640], [-5.750, 3.167, -4.150], [-4.137, 2.689, -4.114], [-4.591, 4.006, -5.170], [-4.251, 6.746, -0.435], [-2.634, 6.211, 0.242], [-3.890, 4.980, -0.059], [-1.237, 5.934, -5.197], [-2.560, 6.792, -4.478], [-2.837, 5.365, -5.383], [5.983, -2.627, -3.333], [6.062, -3.315, -2.133], [5.311, -4.720, -2.012], [5.450, -5.400, -0.682], [3.774, -4.309, -2.407], [2.824, -4.252, -1.394], [5.715, -5.615, -3.269], [7.041, -6.179, -3.213], [6.086, -3.199, -4.255], [6.855, -1.986, -3.203], [5.096, -1.993, -3.340], [2.793, -3.227, -1.025], [3.021, -4.939, -0.570], [1.808, -4.512, -1.691], [7.585, -5.860, -2.325], [7.582, -5.757, -4.060], [7.037, -7.266, -3.295], [-1.853, 0.388, -2.510], [-1.319, -0.878, -2.371], [-0.387, -1.188, -1.067], [0.150, -2.543, -1.098], [-1.285, -0.764, 0.240], [-0.756, -1.094, 1.546], [0.765, -0.047, -1.143], [1.947, -0.103, -2.005], [-2.331, 0.705, -1.584], [-2.621, 0.152, -3.247], [-1.018, 1.028, -2.797], [-0.501, -2.147, 1.669], [-1.524, -1.014, 2.315], [0.189, -0.609, 1.790], [1.822, 0.521, -2.889], [2.137, -1.150, -2.241], [2.722, 0.274, -1.337], [4.817, -0.494, -0.622], [5.323, -0.899, 0.426], [6.522, -0.543, 0.896], [7.228, 0.491, 0.210], [8.445, 0.830, 0.933], [4.581, -1.830, 1.263], [6.679, 1.416, 0.035], [7.598, 0.011, -0.696], [8.132, 1.500, 1.733], [9.077, 1.476, 0.323], [8.984, -0.068, 1.235], [4.597, -2.818, 0.802], [3.552, -1.508, 1.422], [5.011, -1.844, 2.265], [-5.414, -2.194, 0.540], [-4.712, -3.175, 0.684], [-5.009, -4.362, 1.361], [-6.180, -4.542, 2.081], [-5.844, -5.433, 3.343], [-3.384, -3.228, 0.134], [-6.874, -5.102, 1.454], [-6.640, -3.616, 2.425], [-5.399, -4.935, 4.204], [-5.285, -6.327, 3.065], [-6.707, -5.873, 3.843], [-2.689, -3.250, 0.974], [-3.171, -2.317, -0.424], [-3.142, -4.094, -0.483], [3.536, 5.156, -2.325], [3.472, 4.070, -1.837], [2.431, 3.194, -1.848], [1.208, 3.689, -2.382], [0.899, 3.492, -3.864], [4.621, 3.668, -0.915], [0.920, 4.704, -2.105], [0.460, 3.048, -1.917], [1.865, 3.486, -4.368], [0.497, 4.411, -4.291], [0.318, 2.597, -4.088], [4.902, 4.568, -0.369], [5.514, 3.294, -1.416], [4.402, 2.918, -0.155], [7.264, 0.374, -4.329], [6.511, 1.383, -4.276], [6.839, 2.611, -3.795], [8.164, 2.952, -3.652], [8.400, 3.608, -2.363], [5.031, 1.437, -4.564], [8.457, 3.716, -4.373], [8.936, 2.185, -3.713], [9.396, 4.045, -2.292], [8.110, 2.947, -1.547], [7.778, 4.499, -2.448], [4.706, 2.028, -5.421], [4.327, 1.634, -3.756], [4.868, 0.402, -4.867], [5.937, 2.698, 4.647], [5.738, 3.144, 3.559], [4.652, 2.673, 2.805], [3.868, 1.567, 3.241], [2.954, 1.105, 2.119], [6.540, 4.282, 2.921], [3.365, 1.800, 4.180], [4.418, 0.652, 3.458], [2.511, 0.118, 2.252], [3.574, 1.100, 1.222], [2.200, 1.832, 1.819], [6.571, 4.169, 1.837], [7.521, 4.338, 3.392], [6.036, 5.221, 3.151], [-0.060, 0.109, 8.331], [-0.099, -0.839, 7.508], [-0.278, -0.713, 6.166], [-0.727, 0.548, 5.520], [0.492, 1.494, 5.522], [0.480, -2.103, 8.015], [-1.511, 0.974, 6.147], [-1.113, 0.369, 4.516], [0.109, 2.501, 5.686], [0.914, 1.572, 4.520], [1.348, 1.285, 6.165], [1.411, -1.876, 8.534], [0.597, -2.829, 7.211], [-0.185, -2.607, 8.717], [-8.765, -0.431, -2.025], [-8.190, 0.251, -2.947], [-6.852, 0.225, -3.245], [-5.953, -0.331, -2.288], [-5.362, 0.955, -1.530], [-8.946, 1.243, -3.782], [-5.244, -0.997, -2.777], [-6.544, -0.906, -1.575], [-4.544, 1.424, -2.077], [-4.969, 0.631, -0.566], [-6.079, 1.710, -1.206], [-8.620, 2.264, -3.581], [-10.014, 1.273, -3.569], [-8.831, 0.953, -4.826], [-2.987, -2.703, 3.740], [-2.953, -2.878, 4.944], [-3.752, -2.382, 5.927], [-4.734, -1.574, 5.616], [-5.274, -0.810, 6.848], [-2.004, -3.839, 5.540], [-5.492, -2.239, 5.202], [-4.546, -1.002, 4.708], [-6.273, -0.400, 6.702], [-4.590, -0.019, 7.156], [-5.527, -1.597, 7.558], [-1.981, -3.896, 6.628], [-0.978, -3.663, 5.216], [-2.099, -4.909, 5.353]],
  "mulliken_spin": [0.0000, 0.0000, 0.0000, 0.0000, 0.0000, 0.0000, 0.0000, 0.0000, 0.0000, 0.0000, 0.0000, 0.0000, 0.0000, 0.0000, 0.0000, 0.0000, 0.0000, 0.0000, 0.0000, 0.0000, 0.0000, 0.0000, 0.0000, 0.0000, 0.0002, 0.0000, 0.0000, 0.0000, 0.0000, 0.0000, 0.0000, 0.0000, -0.0003, -0.0003, 0.0000, 0.0000, 0.0000, 0.0000, 0.0000, 0.0000, 0.0000, 0.0000, 0.0000, 0.0000, 0.0000, 0.0000, 0.0000, 0.0000, 0.0000, 0.0000, 0.0000, 0.0000, 0.0000, 0.0000, 0.0000, 0.0000, 0.0000, 0.0000, 0.0000, 0.0000, 0.0000, 0.0000, -0.0001, 0.0000, 0.0000, 0.0000, 0.0000, 0.0000, 0.0003, 0.0000, 0.0002, -0.0006, 0.0019, 0.0001, 0.0005, -0.0003, 0.0000, 0.0000, -0.0001, 0.0002, -0.0002, 0.0000, 0.0000, 0.0001, 0.0002, 0.0000, 0.0000, 0.0000, 0.0000, 0.0000, 0.0000, 0.0000, 0.0000, 0.0000, 0.0000, 0.0000, 0.0000, 0.0000, 0.0000, 0.8378, -0.0327, 0.1084, 0.0086, 0.0089, 0.0381, 0.0007, -0.0069, -0.0006, 0.0008, 0.0027, 0.0053, 0.0145, 0.0047, 0.0000, 0.0000, -0.0001, 0.0000, 0.0000, 0.0000, 0.0000, 0.0000, 0.0000, 0.0000, 0.0000, 0.0000, 0.0000, 0.0000, 0.0000, 0.0000, 0.0000, 0.0000, 0.0000, 0.0000, 0.0000, 0.0000, 0.0000, 0.0000, 0.0000, 0.0000, 0.0000, 0.0000, 0.0000, 0.0000, 0.0000, 0.0000, 0.0000, 0.0000, 0.0000, 0.0000, 0.0000, 0.0000, 0.0000, 0.0000, 0.0000, 0.0000, 0.0000, 0.0000, 0.0000, 0.0001, 0.0000, 0.0000, 0.0000, -0.0001, 0.0000, 0.0000, 0.0000, 0.0000, 0.0000, 0.0000, 0.0044, -0.0004, 0.0020, -0.0006, 0.0010, 0.0004, 0.0021, 0.0003, 0.0001, 0.0009, 0.0004, 0.0000, 0.0000, 0.0000, -0.0027, 0.0001, 0.0001, -0.0003, 0.0000, -0.0001, 0.0001, 0.0003, 0.0000, 0.0000, 0.0000, 0.0000, 0.0000, 0.0000],
  "energy_ha": -6271.566081,
  "charge": 1,
  "spin_multiplicity": 2,
  "e_lumo_ev": [-3.97, -9.32]
}